Record 1
C34H42N4S3Tl as an isolated structure at a distorted geometry. Source: OMol25; level of theory: the ωB97M-V functional and the def2-TZVPD basis.

Properties
HOMO level (alpha / beta): -2.9 / -2.9 eV
relative energy (zero: lowest compared OMol25 entry of this formula, charge and spin): 101.86 kJ/mol
energy: -2906.753872 Eh
net charge: -1
F_max: 0.114 hartree/bohr
multiplicity: 1
gap between HOMO and LUMO (alpha / beta): 4.816 / 4.815 eV

Element x y z (Å)
Tl 14.229 11.781 15.600
C 17.416 10.197 15.574
N 17.626 9.361 16.756
C 18.393 10.047 17.774
C 17.506 10.519 18.972
N 16.382 11.442 18.722
C 16.746 12.837 18.431
C 15.168 11.258 19.410
C 15.028 10.343 20.450
C 13.759 9.978 20.984
C 12.720 10.888 20.910
C 12.820 11.855 19.937
C 14.017 12.056 19.148
S 13.815 13.353 18.030
C 16.871 8.201 17.031
C 16.989 7.411 18.190
C 16.018 6.534 18.701
C 14.685 6.959 19.090
C 13.970 7.849 18.418
C 14.107 8.222 17.004
S 12.914 9.159 16.348
H 16.898 9.566 14.856
H 18.362 10.560 15.169
H 16.777 11.092 15.846
H 18.909 10.861 17.263
H 19.203 9.372 18.115
H 18.113 10.879 19.810
H 17.071 9.637 19.457
H 16.593 13.501 19.261
H 16.109 13.219 17.664
H 17.820 12.816 18.212
H 15.963 9.895 20.822
H 13.718 9.030 21.478
H 11.808 10.776 21.477
H 11.962 12.478 19.717
H 17.950 7.397 18.705
H 16.311 5.508 18.807
H 14.295 6.417 19.954
H 13.151 8.467 18.837
C 7.440 11.088 11.896
C 7.751 11.102 13.468
C 6.764 11.993 14.237
C 7.648 9.615 13.874
C 9.237 11.567 13.810
C 9.591 12.188 15.044
C 10.888 12.514 15.257
N 11.867 12.362 14.336
C 11.549 11.723 13.169
C 10.243 11.303 12.922
C 12.673 11.419 12.307
C 12.639 10.348 11.364
C 13.733 10.148 10.534
C 14.780 11.073 10.539
C 14.766 12.030 11.548
N 13.781 12.258 12.420
C 13.942 8.882 9.629
C 13.439 9.208 8.233
C 13.168 7.661 10.134
C 15.431 8.541 9.496
H 6.521 10.476 11.681
H 8.254 10.541 11.366
H 7.255 12.087 11.421
H 5.762 11.731 13.914
H 7.039 13.030 13.995
H 6.771 11.794 15.301
H 6.596 9.264 13.769
H 7.883 9.501 14.941
H 8.322 9.006 13.296
H 8.946 12.318 15.878
H 11.241 12.706 16.294
H 10.020 10.867 11.956
H 11.828 9.651 11.422
H 15.576 10.935 9.879
H 15.606 12.711 11.681
H 12.331 9.188 8.145
H 13.750 8.378 7.629
H 13.786 10.165 7.746
H 12.052 7.797 10.226
H 13.633 7.164 11.011
H 13.216 6.895 9.305
H 16.019 9.101 8.704
H 15.552 7.554 9.052
H 15.930 8.670 10.421
S 15.511 7.773 16.001


Record 2
A 2-piece molecular cluster, C3H11N3O2 overall at a distorted geometry. Source: OMol25; level of theory: the ωB97M-V functional and the def2-TZVPD basis.

Properties
HOMO level (alpha / beta): -13.9 / -13.8 eV
relative energy (zero: lowest compared OMol25 entry of this formula, charge and spin): 0.00 kJ/mol
energy: -435.346381 Eh
net charge: +1
F_max: 0.045 hartree/bohr
multiplicity: 2
gap between HOMO and LUMO (alpha / beta): 10.865 / 5.545 eV

Element x y z (Å)
O 0.709 1.950 -0.325
C 0.682 0.739 -0.448
N 0.707 -0.130 0.541
C 0.534 0.421 1.922
N -0.780 0.801 2.314
C 0.441 0.239 -1.910
N -0.817 -0.423 -2.059
H 0.378 -1.082 0.348
H 1.057 -0.241 2.613
H 1.131 1.332 1.979
H -1.428 0.032 2.390
H -1.073 1.617 1.803
H 1.240 -0.459 -2.148
H 0.524 1.082 -2.587
H -1.486 0.277 -2.367
H -1.223 -0.753 -1.186
H -0.729 -3.182 -0.880
H -1.469 -2.923 0.434
O -0.827 -2.530 -0.174


Record 3
An isolated molecule of C4H8O2. Source: OMol25; level of theory: the ωB97M-V functional and the def2-TZVPD basis.

Properties
HOMO level: -9.8 eV
relative energy (zero: lowest compared OMol25 entry of this formula, charge and spin): 128.57 kJ/mol
SMILES: C[C@@H](O)CC=O
energy: -307.663461 Eh
net charge: 0
F_max: 0.013 hartree/bohr
multiplicity: 1
gap between HOMO and LUMO: 10.545 eV

Element x y z (Å)
C 0.400 -1.168 -0.961
C 0.593 -0.434 0.358
O 1.927 0.065 0.325
C -0.374 0.737 0.654
C -1.613 0.985 -0.181
O -1.949 0.433 -1.201
H 1.208 -1.897 -1.055
H -0.556 -1.696 -1.012
H 0.453 -0.473 -1.803
H 0.507 -1.163 1.180
H 2.136 0.418 1.199
H 0.213 1.662 0.562
H -0.707 0.721 1.702
H -2.238 1.811 0.231


Record 4
A 2-piece molecular cluster, C5H12O2 overall at a distorted geometry. Source: OMol25; level of theory: the ωB97M-V functional and the def2-TZVPD basis.

Properties
HOMO level: -8.9 eV
relative energy (zero: lowest compared OMol25 entry of this formula, charge and spin): 810.31 kJ/mol
energy: -347.896185 Eh
net charge: 0
F_max: 0.084 hartree/bohr
multiplicity: 1
gap between HOMO and LUMO: 5.158 eV

Element x y z (Å)
C -0.730 -2.031 -0.696
O -1.808 -1.315 -0.548
C 0.491 -0.977 -0.871
C 0.801 -0.314 0.485
C -0.379 0.242 1.213
C -0.644 1.731 0.795
H -0.559 -2.654 0.197
H -0.670 -2.547 -1.680
H 0.082 2.027 -0.016
H 0.205 -0.144 -1.515
H 1.410 -1.461 -1.229
H 1.352 -1.015 1.124
H 1.446 0.490 0.053
H -0.104 0.217 2.263
H -0.533 2.349 1.693
H -1.691 1.745 0.484
H 1.432 2.355 -1.569
H -1.367 -0.198 0.958
O 1.265 1.504 -1.140


Record 5
C2H5N3O3 as an isolated structure at a distorted geometry. Source: OMol25; level of theory: the ωB97M-V functional and the def2-TZVPD basis.

Properties
HOMO level: -10.0 eV
relative energy (zero: lowest compared OMol25 entry of this formula, charge and spin): 387.83 kJ/mol
energy: -469.052977 Eh
net charge: 0
F_max: 0.079 hartree/bohr
multiplicity: 1
gap between HOMO and LUMO: 9.364 eV

Element x y z (Å)
C -0.972 0.762 -0.071
C -0.502 -1.626 0.239
N -0.442 1.982 -0.535
N -0.143 -0.355 -0.316
N 1.691 -0.115 -0.193
O -2.007 0.574 0.499
O 2.052 0.997 -0.180
O 2.281 -1.132 -0.207
H -0.572 -1.585 1.393
H -1.507 -1.832 -0.045
H 0.346 -2.336 -0.123
H 0.617 1.980 -0.529
H -0.843 2.687 0.068


Record 6
C52H65BN2O2P3Ti as an isolated structure. Source: OMol25; level of theory: the ωB97M-V functional and the def2-TZVPD basis.

Properties
HOMO level (alpha / beta): -5.4 / -5.3 eV
relative energy (zero: lowest compared OMol25 entry of this formula, charge and spin): 376.34 kJ/mol
energy: -4178.868704 Eh
net charge: 0
F_max: 0.012 hartree/bohr
multiplicity: 2
gap between HOMO and LUMO (alpha / beta): 5.371 / 5.177 eV

Element x y z (Å)
Ti 0.017 -0.310 1.052
C -2.572 1.849 -0.025
P -2.707 0.148 0.646
C -4.059 0.234 1.861
C -3.895 -0.233 3.157
C -4.940 -0.140 4.072
C -6.148 0.419 3.695
C -6.320 0.888 2.395
C -5.284 0.797 1.486
C -3.512 -0.747 -0.735
C -4.541 -1.659 -0.497
C -5.132 -2.351 -1.544
C -4.706 -2.142 -2.849
C -3.671 -1.252 -3.096
C -3.073 -0.569 -2.046
C -1.284 2.442 0.429
C -1.016 3.733 0.779
C 0.387 3.810 1.005
C 0.896 2.563 0.776
C 2.324 2.142 0.742
P 2.526 0.433 1.367
C 3.146 0.421 3.003
C 3.636 -0.842 3.506
C 3.394 -1.396 4.708
C 2.379 -0.859 5.676
C 2.591 1.631 5.188
C 2.703 1.508 3.848
C 3.749 -0.222 0.183
C 3.366 -0.379 -1.146
C 4.290 -0.751 -2.111
C 5.608 -0.992 -1.748
C 6.001 -0.831 -0.425
C 5.080 -0.430 0.534
N -0.124 1.667 0.447
H -3.423 2.447 0.295
H -2.610 1.794 -1.114
H -2.952 -0.649 3.471
H -4.795 -0.501 5.083
H -6.958 0.495 4.410
H -7.264 1.326 2.095
H -5.429 1.154 0.471
H -4.897 -1.820 0.514
H -5.935 -3.049 -1.338
H -5.176 -2.672 -3.668
H -3.322 -1.088 -4.108
H -2.251 0.103 -2.266
H -1.739 4.532 0.851
H 0.959 4.681 1.288
H 2.971 2.836 1.276
H 2.676 2.109 -0.291
H 4.274 -1.426 2.842
H 3.917 -2.305 4.984
H 2.318 -1.533 6.535
H 2.254 2.593 5.560
H 2.425 2.412 3.310
H 2.331 -0.209 -1.429
H 3.981 -0.862 -3.144
H 6.331 -1.294 -2.495
H 7.032 -0.999 -0.142
H 5.388 -0.247 1.557
C -1.428 -5.812 1.181
C -1.076 -4.344 1.469
C -2.372 -3.523 1.542
C -0.445 -4.277 2.870
P 0.090 -3.562 0.219
N -0.002 -1.964 0.358
C 1.850 -4.122 0.559
C 2.736 -3.698 -0.620
C 2.020 -5.638 0.752
C 2.385 -3.405 1.809
C -0.409 -4.021 -1.534
C -0.003 -5.429 -1.990
C -1.932 -3.903 -1.675
C 0.187 -2.983 -2.503
H -2.028 -6.178 2.020
H -0.551 -6.452 1.110
H -2.024 -5.942 0.282
H -2.954 -3.890 2.392
H -2.987 -3.617 0.652
H -2.158 -2.468 1.711
H -1.223 -4.534 3.594
H -0.074 -3.284 3.119
H 0.362 -4.993 3.000
H 2.588 -4.315 -1.503
H 3.780 -3.803 -0.316
H 2.586 -2.656 -0.883
H 1.663 -6.222 -0.094
H 1.543 -6.006 1.657
H 3.091 -5.834 0.854
H 2.080 -2.364 1.860
H 3.477 -3.426 1.775
H 2.075 -3.877 2.738
H -0.394 -6.212 -1.344
H 1.073 -5.558 -2.075
H -0.426 -5.589 -2.987
H -2.470 -4.693 -1.159
H -2.178 -3.985 -2.737
H -2.296 -2.939 -1.326
H 1.253 -3.117 -2.664
H 0.010 -1.968 -2.150
H -0.312 -3.102 -3.470
C -1.076 0.497 9.359
C -0.032 1.529 8.908
C 0.971 1.715 10.047
C -0.724 2.880 8.672
C 0.625 1.052 7.601
C 1.965 0.895 7.491
C 2.751 0.559 6.242
C 1.034 -0.732 5.035
O 0.829 -1.202 3.761
B -0.276 -0.533 3.250
O -0.880 0.172 4.272
C -0.015 0.087 5.371
C -0.279 0.844 6.500
H -1.576 0.835 10.271
H -0.603 -0.466 9.564
H -1.838 0.339 8.593
H 0.441 2.042 10.944
H 1.720 2.473 9.808
H 1.488 0.783 10.286
H -1.122 3.264 9.615
H -1.560 2.803 7.974
H -0.019 3.613 8.274
H 2.566 1.070 8.375
H 3.794 0.466 6.549
H -1.252 1.320 6.521


Record 7
An isolated molecule of C4H8N4 at a distorted geometry. Source: OMol25; level of theory: the ωB97M-V functional and the def2-TZVPD basis.

Properties
HOMO level: -8.9 eV
relative energy (zero: lowest compared OMol25 entry of this formula, charge and spin): 223.32 kJ/mol
SMILES: [H]/N=C(\N)C(=C)/C=N\N
energy: -376.163402 Eh
net charge: 0
F_max: 0.086 hartree/bohr
multiplicity: 1
gap between HOMO and LUMO: 9.635 eV

Element x y z (Å)
H -3.084 -1.108 -0.172
N -2.457 -0.282 -0.210
C -1.236 -0.470 0.181
N -0.506 -1.607 0.389
C -0.337 0.718 0.315
C -0.699 1.912 -0.185
C 0.958 0.472 0.887
N 2.043 -0.022 0.488
N 2.081 -0.519 -0.763
H -0.980 -2.474 0.102
H 0.515 -1.556 0.258
H -0.001 2.697 -0.246
H -1.708 2.086 -0.536
H 0.954 0.734 2.011
H 1.444 -0.102 -1.418
H 3.015 -0.478 -1.100


Record 8
A 2-piece molecular cluster, C3H10NOS overall at a distorted geometry. Source: OMol25; level of theory: the ωB97M-V functional and the def2-TZVPD basis.

Properties
HOMO level: -2.5 eV
relative energy (zero: lowest compared OMol25 entry of this formula, charge and spin): 255.88 kJ/mol
energy: -648.434102 Eh
net charge: -1
F_max: 0.078 hartree/bohr
multiplicity: 1
gap between HOMO and LUMO: 6.084 eV

Element x y z (Å)
C -1.765 0.427 -1.285
N -0.685 0.758 -0.426
C -0.522 -0.239 0.577
C -0.001 -1.582 0.096
S 1.607 -1.751 0.980
H -2.702 -0.010 -0.871
H -1.486 -0.636 -1.742
H -2.071 1.342 -2.052
H 0.238 0.715 -0.935
H 0.219 0.221 1.385
H -1.605 -0.440 0.799
H 0.074 -1.531 -0.995
H -0.746 -2.371 0.254
H 0.558 2.630 -0.789
H -0.781 3.145 -0.222
O 0.139 3.501 -0.482